one) Here is a cluster of 2 separate species, C4H5N3S in total from the OMol25 dataset. Energies are from ωB97M-V/def2-TZVPD.

Results
Orbital gap = 8.087 eV
E_HOMO = -8.547 eV
Molar mass = 127.17 g mol⁻¹
2S+1 = 1
Charge = 0

```
13
C4H5N3S (ωB97M-V/def2-TZVPD)
C 0.54 0.35 1.74
C -0.40 1.14 1.16
C -1.07 2.53 -0.75
C 0.47 -1.43 -0.73
N 1.12 -0.29 2.51
N -0.66 1.71 0.10
N 0.66 -2.35 0.29
S -0.85 -1.22 -1.68
H -0.92 3.67 -0.72
H -1.68 2.08 -1.58
H 1.06 -0.61 -0.86
H 1.66 -2.44 0.36
H 0.08 -3.15 0.14
```


two) Here is a structure of composition C4H5N3S from the OMol25 dataset. Energies are from ωB97M-V/def2-TZVPD.

Results
Orbital gap = 9.592 eV
E_HOMO = -9.533 eV
Molar mass = 127.17 g mol⁻¹
2S+1 = 1
Charge = 0

```
13
C4H5N3S (ωB97M-V/def2-TZVPD)
C 0.42 -0.71 0.50
C 0.73 1.72 -0.02
C -0.03 0.65 -0.33
C -1.29 0.61 -1.09
N -0.46 -1.83 0.46
N 1.55 -1.00 1.07
N 0.06 -2.85 1.02
S 1.52 -2.56 1.58
H 0.43 2.79 -0.16
H 1.70 1.51 0.46
H -1.34 1.56 -1.58
H -1.12 -0.33 -1.59
H -2.17 0.46 -0.32
```


three) Here is the molecule C4H5N3S from the OMol25 dataset. Energies are from ωB97M-V/def2-TZVPD.

Results
Orbital gap = 9.839 eV
E_HOMO = -9.743 eV
Molar mass = 127.17 g mol⁻¹
2S+1 = 1
Charge = 0

```
13
C4H5N3S (ωB97M-V/def2-TZVPD)
C 1.42 0.98 -0.39
C -0.89 0.62 0.25
C -1.30 1.81 0.70
C -1.90 -0.27 -0.38
H 1.05 -1.43 1.72
H 1.02 2.00 -0.44
H 2.77 -0.28 -0.65
H -0.53 2.44 1.20
H -2.36 2.13 0.69
N 0.43 0.15 0.14
N 2.63 0.75 -0.72
N -2.78 -0.85 -0.85
S 0.76 -1.50 0.40
```


Energies relative to the most stable structure, in eV: one) 2.121; two) 0.393; three) 0.000.


one) Here is the molecule C3H6O2S from the OMol25 dataset. Energies are from ωB97M-V/def2-TZVPD.

Results
Orbital gap = 9.856 eV
E_HOMO = -9.250 eV
Molar mass = 106.15 g mol⁻¹
2S+1 = 1
Charge = 0

```
12
C3H6O2S (ωB97M-V/def2-TZVPD)
O -0.60 1.50 2.05
C -0.54 1.05 0.96
O -1.65 0.72 0.23
C 0.73 0.59 0.21
C 0.60 -0.51 -0.77
S 0.21 -2.19 -0.11
H -2.46 0.52 0.75
H 1.05 1.59 -0.13
H 1.35 0.31 1.06
H 1.57 -0.54 -1.31
H -0.02 -0.41 -1.66
H -0.24 -2.62 -1.30
```


two) Here is a structure of composition C3H6O2S from the OMol25 dataset. Energies are from ωB97M-V/def2-TZVPD.

Results
Orbital gap = 8.787 eV
E_HOMO = -9.431 eV
Molar mass = 106.15 g mol⁻¹
2S+1 = 1
Charge = 0

```
12
C3H6O2S (ωB97M-V/def2-TZVPD)
C 1.34 0.58 -0.78
C 0.01 -0.37 -0.32
C -0.70 -0.22 1.04
H 2.69 0.26 -0.69
H 0.98 1.64 -0.41
H 1.40 0.74 -2.04
H 0.52 -1.36 -0.23
H -2.09 0.23 -1.08
H -1.05 -1.23 2.80
O -0.90 -0.15 -1.48
O -0.26 -1.13 1.97
S -1.95 1.00 1.23
```


Energies relative to the most stable structure, in eV: one) 0.000; two) 5.210.


one) Here is the molecule C5H8N2O2 from the OMol25 dataset. Energies are from ωB97M-V/def2-TZVPD.

Results
Orbital gap = 10.108 eV
E_HOMO = -9.386 eV
Molar mass = 128.13 g mol⁻¹
2S+1 = 1
Charge = 0

```
17
C5H8N2O2 (ωB97M-V/def2-TZVPD)
C -1.39 -0.41 -0.46
C 1.60 -0.67 0.16
C 1.68 0.84 0.16
C -2.93 -0.30 -0.59
C 1.37 1.50 1.19
N -0.91 -1.26 0.34
N 0.43 -1.35 0.43
O 2.61 -1.27 0.08
O 2.21 1.35 -1.00
H -3.37 -0.96 0.15
H -3.24 -0.41 -1.67
H -3.27 0.81 -0.43
H 0.97 0.95 2.11
H -0.66 0.31 -0.94
H 1.51 2.54 1.23
H 0.70 -2.33 0.64
H 2.69 0.66 -1.42
```


two) Here is the molecule C5H8N2O2 from the OMol25 dataset. Energies are from ωB97M-V/def2-TZVPD.

Results
Orbital gap = 9.165 eV
E_HOMO = -8.799 eV
Molar mass = 128.13 g mol⁻¹
2S+1 = 1
Charge = 0

```
17
C5H8N2O2 (ωB97M-V/def2-TZVPD)
C 0.60 -0.58 1.55
C -0.44 2.14 -0.20
C 1.64 -1.20 0.58
C -0.91 0.47 0.01
C -2.14 0.11 -0.67
N -0.37 0.00 1.06
N 1.24 -0.83 -0.78
O 0.71 2.36 -0.11
O -1.47 2.73 -0.35
H 0.87 -0.60 2.56
H 2.59 -0.92 0.93
H 1.68 -2.40 0.55
H -2.58 -0.78 -0.30
H -1.89 -0.02 -1.65
H -2.65 1.03 -0.69
H 1.62 0.14 -1.10
H 1.50 -1.66 -1.40
```


Energies relative to the most stable structure, in eV: one) 0.000; two) 0.170.


one) Here is the molecule C5H8N2O2 from the OMol25 dataset. Energies are from ωB97M-V/def2-TZVPD.

Results
Orbital gap = 9.312 eV
E_HOMO = -9.457 eV
Molar mass = 128.13 g mol⁻¹
2S+1 = 1
Charge = 0

```
17
C5H8N2O2 (ωB97M-V/def2-TZVPD)
C 0.49 0.49 -1.68
C -0.28 -0.48 -0.78
C 0.92 0.49 1.57
C -0.38 1.05 1.13
C -1.22 0.06 0.32
H -0.22 0.82 -2.51
H 0.76 1.36 -1.04
H 1.45 0.12 -2.23
H -0.79 -1.31 -1.30
H 1.23 -1.75 -0.56
H 1.57 0.98 2.32
H -2.16 0.51 -0.17
H -0.95 -1.63 1.21
N 0.64 -1.23 0.03
N 1.39 -0.64 1.03
O -0.80 2.14 1.39
O -1.65 -0.99 1.26
```


two) Here is the molecule C5H8N2O2 from the OMol25 dataset. Energies are from ωB97M-V/def2-TZVPD.

Results
Orbital gap = 9.955 eV
E_HOMO = -9.308 eV
Molar mass = 128.13 g mol⁻¹
2S+1 = 1
Charge = 0

```
17
C5H8N2O2 (ωB97M-V/def2-TZVPD)
C 0.56 -1.77 -0.08
C 1.97 -1.45 -0.12
C 0.00 -0.48 0.02
C 0.84 1.87 0.28
C -1.48 0.03 0.20
N 2.18 -0.13 -0.12
N 1.00 0.42 0.10
O -2.06 0.55 -0.95
O -2.12 -1.11 0.66
H -0.05 -2.61 -0.11
H 2.76 -2.08 -0.21
H 1.74 2.21 -0.26
H -0.18 2.26 -0.20
H 0.75 1.93 1.42
H -1.62 0.94 0.85
H -1.38 0.52 -1.63
H -2.91 -1.08 0.16
```


Energies relative to the most stable structure, in eV: one) 0.256; two) 0.000.


one) Here is a cluster of 2 separate species, C2H4NO2 in total from the OMol25 dataset. Energies are from ωB97M-V/def2-TZVPD.

Results
Orbital gap = 10.573 eV
E_HOMO = -15.527 eV
Molar mass = 74.06 g mol⁻¹
2S+1 = 1
Charge = +1

```
9
C2H4NO2 (ωB97M-V/def2-TZVPD)
C -0.17 -0.16 1.62
C -0.70 -1.33 -1.43
N -0.09 -0.40 -2.10
O -1.28 -2.14 -0.89
O 0.11 0.00 0.43
H 0.19 0.51 2.32
H -0.50 -1.19 1.88
H 0.32 -0.43 -3.03
H 0.26 0.29 -1.46
```


two) Here is the ion C2H4NO2 with charge +1 from the OMol25 dataset. Energies are from ωB97M-V/def2-TZVPD.

Results
Orbital gap = 11.234 eV
E_HOMO = -15.733 eV
Molar mass = 74.06 g mol⁻¹
2S+1 = 1
Charge = +1

```
9
C2H4NO2 (ωB97M-V/def2-TZVPD)
C -2.32 0.74 0.44
C -0.88 0.73 -0.07
N 0.23 -0.38 0.06
O -2.97 0.95 1.35
O -2.10 0.41 -0.82
H -0.34 1.62 -0.39
H 0.06 -1.43 0.05
H 0.65 -0.07 0.96
H 0.83 -0.43 -0.75
```


Energies relative to the most stable structure, in eV: one) 0.000; two) 1.082.


one) Here is the molecule C10H10N2 from the OMol25 dataset. Energies are from ωB97M-V/def2-TZVPD.

Results
Orbital gap = 8.163 eV
E_HOMO = -8.273 eV
Molar mass = 158.20 g mol⁻¹
2S+1 = 1
Charge = 0

```
22
C10H10N2 (ωB97M-V/def2-TZVPD)
C 2.50 -0.73 -0.82
C 2.66 0.01 0.43
C 1.66 -1.72 -1.09
C 0.61 -2.15 -0.16
C 1.69 0.22 1.43
C 0.29 0.01 0.94
C -0.06 -1.19 0.46
C -0.60 1.15 0.66
C -0.10 2.41 0.66
C -3.67 0.07 -0.77
N -1.80 0.63 0.32
N -2.37 0.60 -0.78
H 3.37 -0.46 -1.40
H 3.66 0.46 0.69
H 1.75 -2.32 -1.90
H 0.32 -3.30 -0.29
H 1.98 0.73 2.29
H -0.72 3.31 0.57
H 0.95 2.50 0.99
H -4.32 0.46 -1.59
H -4.21 0.25 0.16
H -3.59 -0.95 -0.79
```


two) Here is the molecule C10H10N2 from the OMol25 dataset. Energies are from ωB97M-V/def2-TZVPD.

Results
Orbital gap = 8.356 eV
E_HOMO = -7.813 eV
Molar mass = 158.20 g mol⁻¹
2S+1 = 1
Charge = 0

```
22
C10H10N2 (ωB97M-V/def2-TZVPD)
C -0.31 2.89 1.98
C 0.03 1.79 0.97
C 0.80 1.89 -0.19
C 1.02 0.75 -1.07
C 0.41 -0.42 -0.56
C 0.36 -1.76 -1.14
C -0.47 -2.82 -0.67
C -1.33 -2.67 0.44
C -1.43 -1.43 0.92
C -0.49 -0.42 0.48
H -0.83 3.58 1.43
H 0.66 3.12 2.35
H -0.88 2.30 2.75
H 1.30 2.92 -0.25
H 2.27 1.62 -2.44
H 1.89 0.01 -2.93
H 1.18 -1.94 -1.93
H -0.44 -3.72 -1.23
H -1.93 -3.59 0.72
H -2.18 -1.23 1.73
N 1.81 0.76 -2.24
N -0.76 0.70 1.22
```


Energies relative to the most stable structure, in eV: one) 5.332; two) 0.000.


one) Here is the molecule C9H7NO2 from the OMol25 dataset. Energies are from ωB97M-V/def2-TZVPD.

Results
Orbital gap = 8.758 eV
E_HOMO = -8.336 eV
Molar mass = 161.16 g mol⁻¹
2S+1 = 1
Charge = 0

```
19
C9H7NO2 (ωB97M-V/def2-TZVPD)
C 2.21 0.58 -0.02
C 1.06 1.29 -0.09
C -0.24 0.63 -0.07
C -1.48 1.31 -0.11
C -2.65 0.62 -0.01
C -2.64 -0.82 0.07
C -1.43 -1.47 0.08
C -0.22 -0.79 0.00
C 2.25 -0.92 -0.09
H 3.43 2.09 0.20
H 1.06 2.37 -0.04
H -1.50 2.43 -0.09
H -3.64 1.12 0.04
H -3.56 -1.47 0.05
H -1.51 -2.58 0.13
H 1.02 -2.49 -0.10
N 1.02 -1.46 -0.02
O 3.50 1.10 0.16
O 3.31 -1.55 -0.09
```


two) Here is the molecule C9H7NO2 from the OMol25 dataset. Energies are from ωB97M-V/def2-TZVPD.

Results
Orbital gap = 9.760 eV
E_HOMO = -9.730 eV
Molar mass = 161.16 g mol⁻¹
2S+1 = 1
Charge = 0

```
19
C9H7NO2 (ωB97M-V/def2-TZVPD)
C -2.55 -0.87 1.17
C -2.54 -0.51 -0.39
C -0.13 -0.31 -0.60
C -0.32 1.10 -0.30
C 0.87 1.92 -0.04
C 2.12 1.27 -0.15
C 2.26 -0.04 -0.47
C 1.16 -0.83 -0.65
C 3.52 -0.86 -0.24
H -3.62 -1.20 1.43
H -2.52 0.08 1.82
H -1.93 -1.73 1.33
H -1.31 1.42 -0.12
H 0.68 2.95 0.32
H 3.02 1.89 -0.23
H 1.30 -1.97 -0.79
N 4.56 -1.35 -0.04
O -3.23 0.07 -1.11
O -1.35 -1.03 -0.95
```


Energies relative to the most stable structure, in eV: one) 0.000; two) 2.377.


one) Here is the molecule C2H6S2 from the OMol25 dataset. Energies are from ωB97M-V/def2-TZVPD.

Results
Orbital gap = 8.831 eV
E_HOMO = -8.329 eV
Molar mass = 94.20 g mol⁻¹
2S+1 = 1
Charge = 0

```
10
C2H6S2 (ωB97M-V/def2-TZVPD)
C -2.44 -0.01 0.15
C -1.18 -0.83 0.00
S 0.11 0.35 -0.68
S 1.83 0.04 0.44
H -2.83 0.21 -0.86
H -2.22 0.89 0.75
H -3.22 -0.44 0.77
H -1.30 -1.73 -0.59
H -0.81 -1.24 0.94
H 1.48 -0.25 1.71
```


two) Here is a cluster of 2 separate species, C2H6S2 in total from the OMol25 dataset. Energies are from ωB97M-V/def2-TZVPD.

Results
Orbital gap = 10.060 eV
E_HOMO = -9.730 eV
Molar mass = 94.20 g mol⁻¹
2S+1 = 1
Charge = 0

```
10
C2H6S2 (ωB97M-V/def2-TZVPD)
S -0.49 -2.61 0.74
S -2.15 -1.89 -0.27
H -0.52 -3.83 0.19
H -1.49 -1.45 -1.35
C 3.24 4.84 -0.92
C 2.39 4.91 0.09
H 2.89 4.59 -1.91
H 4.30 4.98 -0.74
H 1.36 4.57 0.01
H 2.74 5.34 1.03
```


three) Here is the molecule C2H6S2 from the OMol25 dataset. Energies are from ωB97M-V/def2-TZVPD.

Results
Orbital gap = 9.929 eV
E_HOMO = -9.129 eV
Molar mass = 94.20 g mol⁻¹
2S+1 = 1
Charge = 0

```
10
C2H6S2 (ωB97M-V/def2-TZVPD)
S -0.10 0.99 -1.60
S 0.41 0.94 1.55
C -0.04 -1.20 -0.02
C -0.51 0.26 0.12
H 1.24 1.29 -1.70
H 0.25 2.14 1.39
H -0.58 -1.59 -0.78
H 1.09 -1.30 -0.10
H -0.20 -1.87 0.88
H -1.56 0.34 0.25
```


Energies relative to the most stable structure, in eV: one) 0.000; two) 0.674; three) 0.561.